111
Properties=species:S:1:pos:R:3:mulliken_spin:R:1 method="wB97M-V/def2-TZVPD" e_above_lowest_kj_mol=116.9 charge=-2 s2=2.0454 homo_ev="0.1 / -2.8" spin_multiplicity=3
Ti -1.953 -1.092 -0.330 0.1774
O -2.586 -0.104 1.125 0.0172
C -3.524 0.685 1.618 -0.0011
C -3.382 2.075 1.626 0.0000
C -4.384 2.881 2.147 0.0000
C -5.543 2.320 2.668 0.0005
C -5.694 0.937 2.654 0.0003
C -4.701 0.117 2.146 -0.0012
C -4.766 -1.366 2.082 0.0019
N -4.122 -2.062 2.917 0.0108
C -3.915 -3.447 2.546 0.0313
C -2.664 -3.502 1.643 0.0023
N -2.906 -2.906 0.350 0.0864
C -3.498 -3.736 -0.533 0.4692
C -3.924 -3.385 -1.830 -0.1255
C -4.426 -4.355 -2.734 0.1422
C -4.830 -4.022 -4.009 -0.1302
C -4.749 -2.698 -4.451 0.2325
C -4.260 -1.720 -3.586 -0.1051
C -3.861 -2.042 -2.300 0.1642
O -3.427 -1.081 -1.468 0.0091
H -2.495 2.503 1.178 0.0016
H -4.256 3.957 2.130 0.0000
H -6.326 2.951 3.070 0.0001
H -6.597 0.485 3.050 -0.0001
H -5.262 -1.817 1.212 0.0092
H -4.765 -3.867 1.990 0.0062
H -3.747 -4.044 3.446 -0.0073
H -2.360 -4.554 1.541 0.0059
H -1.852 -2.971 2.143 -0.0016
H -3.611 -4.784 -0.246 0.0400
H -4.472 -5.387 -2.401 0.0073
H -5.199 -4.796 -4.674 -0.0074
H -5.048 -2.433 -5.458 0.0253
H -4.162 -0.688 -3.900 -0.0063
Cl 0.568 0.694 1.714 0.0089
C 2.199 0.312 2.142 -0.0077
C 2.588 0.492 3.461 0.0014
C 3.887 0.197 3.846 0.0001
C 4.788 -0.277 2.905 -0.0020
C 4.383 -0.460 1.590 -0.0058
C 3.084 -0.171 1.172 0.0160
P 2.444 -0.566 -0.513 0.0092
C 2.329 1.099 -1.268 0.0059
C 2.957 2.248 -0.789 -0.0029
C 2.838 3.449 -1.474 0.0000
C 2.088 3.516 -2.642 0.0001
C 1.447 2.380 -3.116 -0.0003
C 1.558 1.179 -2.427 0.0000
C 3.978 -1.194 -1.319 -0.0342
C 4.077 -2.580 -1.443 0.0152
C 5.185 -3.159 -2.048 0.0247
C 6.200 -2.358 -2.548 0.0107
C 6.105 -0.975 -2.443 -0.0005
C 5.000 -0.398 -1.834 0.0017
H 1.858 0.843 4.178 0.0002
H 4.185 0.328 4.879 0.0001
H 5.805 -0.515 3.192 0.0004
H 5.092 -0.843 0.867 0.0000
H 3.534 2.206 0.129 -0.0001
H 3.321 4.339 -1.090 0.0000
H 1.975 4.462 -3.156 0.0000
H 0.827 2.422 -4.003 0.0000
H 1.012 0.310 -2.775 0.0003
H 3.275 -3.208 -1.070 -0.0150
H 5.236 -4.237 -2.141 -0.0110
H 7.060 -2.807 -3.032 0.0004
H 6.889 -0.344 -2.845 0.0002
H 4.927 0.681 -1.768 -0.0001
Br 2.245 -6.599 -3.207 0.0036
C 1.887 -5.554 -1.634 -0.0976
C 2.633 -5.851 -0.484 0.3320
C 2.361 -5.079 0.663 -0.0674
C 1.429 -4.073 0.650 0.1827
C 0.690 -3.776 -0.539 -0.0027
C 0.940 -4.573 -1.701 0.1714
C -0.207 -2.695 -0.581 0.1577
O -0.912 -2.334 -1.604 0.0724
O -0.399 -1.921 0.478 0.0522
H 3.366 -6.645 -0.482 0.0561
H 2.913 -5.281 1.575 0.0011
H 1.242 -3.476 1.533 0.0360
H 0.390 -4.369 -2.609 0.0383
C 3.048 4.321 4.422 0.0000
C 2.117 4.573 3.267 -0.0002
C 0.829 4.053 3.265 0.0007
C -0.011 4.223 2.176 0.0001
C 0.447 4.928 1.076 -0.0001
C 1.718 5.486 1.066 0.0000
C 2.545 5.304 2.160 0.0000
S -0.599 5.191 -0.320 -0.0001
O -1.771 5.920 0.090 0.0000
O 0.202 5.783 -1.366 0.0000
N -1.078 3.660 -0.671 0.0003
C -1.977 3.596 -1.841 0.0007
C -2.713 2.268 -1.965 0.0002
C -1.789 1.087 -2.247 0.0037
O -1.567 0.747 -3.395 0.0021
O -1.249 0.558 -1.182 -0.0141
H 2.506 3.945 5.289 0.0000
H 3.576 5.232 4.711 0.0000
H 3.795 3.571 4.152 0.0000
H 0.479 3.481 4.116 -0.0001
H -1.007 3.802 2.182 -0.0001
H 2.047 6.033 0.194 0.0000
H 3.546 5.723 2.151 0.0000
H -0.299 3.003 -0.719 0.0003
H -1.418 3.800 -2.760 0.0002
H -2.711 4.391 -1.708 -0.0001
H -3.381 2.360 -2.823 -0.0006
H -3.301 2.072 -1.068 0.0004



105
Properties=species:S:1:pos:R:3:mulliken_charge:R:1 method="wB97M-V/def2-TZVPD" e_above_lowest_kj_mol=0.0 charge=-2 homo_ev="-1.2 / -1.0" spin_multiplicity=1
Cs -0.311 0.018 -0.704 1.1617
C 3.857 3.355 4.576 -0.5542
C 2.985 4.421 4.305 -0.5960
C 2.125 4.368 3.207 0.0007
C 2.141 3.242 2.408 -0.2654
C 1.425 2.834 1.180 -0.4704
N 1.816 1.590 0.796 0.2089
C 2.802 1.169 1.643 -0.1113
N 3.497 0.044 1.653 -0.4834
C 3.472 -0.854 0.679 -0.4981
C 4.341 -2.037 0.658 0.0678
C 5.349 -2.456 1.512 -0.1348
C 6.096 -3.579 1.150 -0.5556
C 5.808 -4.289 -0.018 -0.5167
C 4.784 -3.883 -0.877 -0.3436
C 4.054 -2.744 -0.553 -0.3284
C 3.038 -1.904 -1.208 -0.2051
N 2.597 -2.078 -2.464 -0.5541
C 2.301 -0.874 -3.038 -0.7363
N 1.096 -0.493 -3.523 -0.0235
C 1.041 0.875 -3.565 -1.1874
N -0.116 1.600 -3.618 -0.4881
C -0.208 2.523 -2.639 -0.1843
N 0.529 2.513 -1.484 0.4421
C 0.088 3.452 -0.632 -0.6279
N 0.498 3.648 0.632 -0.6398
C -0.944 4.247 -1.304 0.2614
C -1.612 5.394 -0.943 -0.1392
C -2.466 5.970 -1.886 -0.5717
C -2.659 5.390 -3.139 -0.7379
C -2.013 4.208 -3.503 -0.1778
C -1.141 3.643 -2.580 -0.0365
C 2.361 1.443 -3.193 1.0072
C 2.864 2.756 -3.096 -0.3063
C 4.188 2.903 -2.730 -0.7990
C 5.008 1.793 -2.434 -0.6499
C 4.499 0.506 -2.455 -0.2798
C 3.172 0.330 -2.849 1.1650
N 2.681 -0.857 -0.418 0.8744
C 3.013 2.174 2.692 -0.0892
C 3.880 2.218 3.771 -0.1546
H 4.541 3.403 5.422 0.3631
H 2.999 5.278 4.968 0.3878
H 1.439 5.186 2.960 0.4820
H 5.548 -1.916 2.430 0.5154
H 6.910 -3.944 1.783 0.3583
H 6.374 -5.193 -0.247 0.3649
H 4.593 -4.406 -1.813 0.4543
H -1.446 5.844 0.032 0.5262
H -2.995 6.895 -1.635 0.3542
H -3.332 5.869 -3.846 0.3821
H -2.123 3.758 -4.490 0.4759
H 2.225 3.611 -3.341 0.3972
H 4.635 3.894 -2.658 0.3420
H 6.052 1.951 -2.179 0.3868
H 5.120 -0.357 -2.199 0.3486
H 4.557 1.386 3.948 0.5133
C -5.854 0.057 2.980 -0.9725
C -4.462 0.674 3.259 -0.9133
C -3.420 -0.304 3.762 0.2873
C -3.281 -0.555 5.136 -0.5366
C -2.282 -1.405 5.612 -0.8069
C -1.408 -2.021 4.726 -0.6234
C -1.527 -1.808 3.351 0.4404
C -0.537 -2.510 2.420 0.1019
C -0.971 -3.939 1.999 -1.1158
C -2.595 -1.014 2.833 -0.1270
N -2.657 -0.759 1.444 1.1204
C -3.600 -1.274 0.733 -0.6544
C -3.878 -0.778 -0.595 0.0391
C -5.001 -1.197 -1.400 -0.9245
C -4.990 -0.397 -2.535 -0.5508
C -3.895 0.461 -2.368 -0.9309
N -3.199 0.234 -1.236 0.0618
H -6.557 0.847 2.686 0.3303
H -6.250 -0.414 3.879 0.3265
H -5.804 -0.673 2.168 0.2191
H -4.590 1.428 4.042 0.5263
H -4.054 1.152 2.359 0.1987
H -3.949 -0.046 5.829 0.3856
H -2.204 -1.596 6.685 0.3099
H -0.635 -2.690 5.081 0.4159
H 0.421 -2.589 2.950 0.6491
H -0.366 -1.903 1.531 -0.6202
H -1.078 -4.577 2.886 0.4154
H -0.215 -4.381 1.336 0.3022
H -1.926 -3.902 1.457 0.1222
H -4.269 -2.063 1.121 0.4263
H -5.715 -1.974 -1.164 0.5212
H -5.703 -0.385 -3.353 0.3904
H -3.579 1.236 -3.058 0.4905
C -1.757 -1.674 -3.976 -0.1540
As -1.319 -2.869 -2.484 0.5042
C 0.030 -4.081 -3.177 -0.8909
C -2.937 -3.914 -2.221 -1.0270
O -0.842 -2.502 -0.883 -0.3481
H -2.033 -2.263 -4.863 0.4329
H -0.847 -1.099 -4.135 0.1447
H -2.556 -1.011 -3.652 -0.1214
H -0.241 -4.533 -4.145 0.4004
H 0.164 -4.862 -2.424 0.2764
H 0.972 -3.528 -3.258 0.2207
H -3.238 -4.382 -3.162 0.4240
H -3.765 -3.349 -1.784 0.1496
H -2.636 -4.711 -1.535 0.2889



41
Properties=species:S:1:pos:R:3:mulliken_spin:R:1 method="wB97M-V/def2-TZVPD" e_above_lowest_kj_mol=1544.2 charge=+1 s2=8.7943 homo_ev="-9.9 / -11.5" spin_multiplicity=6
C 0.723 -1.519 3.148 0.0746
C -0.686 -1.582 3.097 0.1318
C -1.049 -2.108 1.844 0.2915
H -1.363 -1.278 3.877 0.0604
C 0.131 -2.372 1.123 0.0709
C 1.228 -2.001 1.925 0.1213
H 2.265 -2.093 1.659 -0.0036
H 1.314 -1.159 3.971 0.0538
H -2.056 -2.246 1.486 0.0134
H 0.194 -2.744 0.116 0.0099
C -1.128 2.128 1.664 0.1782
C -1.057 1.536 2.942 0.3032
C 0.304 1.499 3.326 0.0300
H -1.895 1.219 3.539 0.0340
C 1.069 2.003 2.263 0.2073
C 0.177 2.397 1.236 0.0263
H 0.461 2.766 0.266 0.0067
H -2.021 2.250 1.076 0.0139
H 0.685 1.119 4.257 0.0553
H 2.140 2.091 2.236 -0.0032
Ir 0.000 0.000 1.457 1.2545
O -0.786 0.064 -0.206 0.3078
C -1.109 -0.769 -1.279 0.0000
C 0.039 -0.949 -2.203 0.6745
H -1.467 -1.742 -0.916 0.0340
H -1.963 -0.326 -1.817 0.0038
H 0.772 -1.681 -1.890 0.0241
H 0.953 -2.012 -4.451 -0.0050
C 0.726 -0.958 -4.547 0.1566
C 0.231 -0.265 -3.411 -0.0922
C -0.055 1.116 -3.573 0.1429
H -0.427 1.688 -2.735 0.0104
C 0.140 1.744 -4.785 -0.0667
H -0.086 2.799 -4.881 -0.0020
C 0.623 1.039 -5.884 0.1413
H 0.772 1.539 -6.831 0.0083
C 0.914 -0.319 -5.751 -0.0677
H 1.290 -0.874 -6.600 -0.0018
S 0.000 0.000 3.457 0.4014
C 0.000 0.000 5.267 0.2272
N 0.000 0.000 6.528 0.1726



no.,DFT total energy (a.u.)
1,-7359.503751
2,-4809.320062
3,-1366.160182